[1]
C22H43B3F2O4V as an isolated structure, computed with ωB97M-V/def2-TZVPD.

```
! wB97M-V def2-TZVPD RIJCOSX def2/J DEFGRID3
* xyz -2 4
V 0.87 -2.85 0.83
B 3.09 -3.27 1.27
H 2.61 -2.60 2.06
H 3.17 -2.62 0.31
H 4.13 -3.68 1.56
H 2.35 -4.13 1.14
B -0.56 -2.96 2.54
H -1.22 -2.97 3.50
H 0.11 -2.05 2.51
H 0.05 -3.91 2.50
H -1.19 -2.87 1.60
B 0.54 -0.93 -0.22
H 0.69 -1.73 -1.00
H 0.50 0.11 -0.74
H -0.38 -1.15 0.40
H 1.45 -0.95 0.45
C 0.11 -4.59 -1.64
O 0.04 -4.55 -0.26
H -0.63 -5.27 -2.08
H -0.06 -3.60 -2.11
H 1.12 -4.90 -1.95
C 2.92 0.37 3.02
C 3.71 1.64 2.87
O 4.90 1.73 3.09
C 2.94 2.82 2.36
H 2.25 0.38 3.88
H 3.61 -0.46 3.17
H 2.39 0.13 2.10
H 2.01 2.95 2.91
H 2.69 2.72 1.30
H 3.50 3.76 2.45
C -4.39 -1.63 0.80
C -3.92 -3.00 0.34
O -4.14 -4.01 0.96
C -3.16 -3.04 -0.97
H -3.54 -1.03 1.14
H -5.14 -1.72 1.58
H -4.87 -1.03 0.02
H -2.22 -2.51 -0.81
H -3.76 -2.58 -1.76
H -2.87 -4.07 -1.17
C 2.79 0.94 -2.86
C 3.44 -0.36 -3.29
O 4.07 -0.41 -4.33
C 3.15 -1.50 -2.37
H 1.70 0.89 -2.86
H 3.02 1.78 -3.51
H 3.04 1.18 -1.83
H 3.29 -1.19 -1.34
H 3.76 -2.39 -2.52
H 2.10 -1.74 -2.57
F 0.94 6.78 -0.62
C 0.64 5.62 -0.01
C 0.19 5.64 1.30
C -0.34 4.48 1.85
C -0.27 3.29 1.14
C 0.28 3.25 -0.13
C 0.71 4.42 -0.71
H 0.14 6.63 1.74
H -0.83 4.45 2.82
H -0.66 2.41 1.63
H 0.30 2.31 -0.67
H 1.16 4.41 -1.69
F -5.05 2.08 -3.60
C -4.31 1.84 -2.50
C -4.69 2.33 -1.28
C -3.94 2.04 -0.14
C -2.75 1.33 -0.30
C -2.29 0.95 -1.56
C -3.11 1.15 -2.66
H -5.64 2.85 -1.21
H -4.30 2.16 0.87
H -2.14 1.07 0.56
H -1.34 0.44 -1.60
H -2.81 0.93 -3.68
*
```

The frontier orbital gap (alpha / beta) is 4.22 / 5.66 eV. The HOMO energy (alpha / beta) is -0.288 / -1.729 eV. As for the largest force on an atom: 3.4 eV/A. The LUMO energy (alpha / beta) is 3.9 / 3.9 eV. The expectation value of S² is 3.7560. The calculation puts the energy at -2383.1704 Ha.

[2]
C22H43BNO12Ti as an isolated structure, computed with ωB97M-V/def2-TZVPD.

```
! wB97M-V def2-TZVPD RIJCOSX def2/J DEFGRID3
* xyz 0 4
Ti 0.41 -0.99 -0.83
O -0.66 -9.50 -5.96
C -0.75 -8.41 -6.47
O -1.27 -7.25 -5.94
B -1.14 -6.11 -6.79
O -0.65 -6.66 -8.03
C -0.37 -7.99 -7.92
O 0.18 -8.70 -8.80
O -0.27 -5.11 -6.06
C -0.90 -3.90 -6.10
O -0.46 -2.83 -5.69
C -2.27 -4.20 -6.65
O -2.49 -5.45 -7.01
O -3.10 -3.32 -6.79
C 5.12 -2.03 -2.93
C 5.08 -3.39 -2.14
C 6.17 -3.57 -1.09
O 3.87 -3.48 -1.42
H 4.93 -1.20 -2.26
H 4.39 -1.95 -3.74
H 6.10 -1.93 -3.41
H 5.22 -4.18 -2.88
H 7.19 -3.48 -1.45
H 6.08 -4.58 -0.70
H 6.05 -2.87 -0.26
H 3.76 -4.42 -1.26
C -1.06 -1.33 5.67
C 0.39 -1.57 5.18
C 0.90 -2.95 5.00
O 0.39 -0.91 3.90
H -1.32 -1.68 6.66
H -1.71 -1.68 4.86
H -1.24 -0.26 5.70
H 1.13 -1.04 5.79
H 1.96 -3.10 4.78
H 0.45 -3.45 4.14
H 0.49 -3.65 5.72
H 0.16 0.03 3.94
C -6.32 -3.73 0.29
C -5.80 -2.36 0.08
C -6.64 -1.33 0.87
O -4.38 -2.40 0.48
H -7.41 -3.66 0.31
H -6.05 -4.37 1.13
H -6.20 -4.47 -0.51
H -5.81 -2.19 -1.00
H -6.47 -1.38 1.94
H -7.70 -1.50 0.72
H -6.41 -0.31 0.57
H -4.25 -2.57 1.42
C 2.56 6.79 1.13
C 2.05 5.44 1.70
C 1.67 5.54 3.25
C 0.35 6.39 3.46
C -0.75 5.72 2.55
C -0.44 5.51 1.07
N 0.89 4.89 0.93
O 1.12 4.52 -0.36
C -1.63 4.57 0.54
C -0.67 6.80 0.27
C 3.26 4.40 1.45
H 3.52 6.93 1.63
H 1.98 7.66 1.44
H 2.61 6.73 0.05
H 1.56 4.53 3.65
H 2.42 6.11 3.79
H 0.44 7.41 3.08
H 0.09 6.45 4.51
H -1.70 6.23 2.63
H -0.93 4.73 2.98
H -2.58 4.98 0.21
H -1.37 4.27 -0.48
H -1.73 3.71 1.20
H -1.71 7.07 0.45
H 0.02 7.57 0.62
H -0.55 6.60 -0.80
H 3.98 4.71 2.21
H 3.79 4.29 0.51
H 3.00 3.43 1.87
H 1.41 5.40 -0.61
*
```

The frontier orbital gap (alpha / beta) is 5.52 / 5.80 eV. The HOMO energy (alpha / beta) is -8.700 / -8.700 eV. As for the largest force on an atom: 4.8 eV/A. The energy relative to the best compared isomer or geometry (same formula, charge and spin) comes out at 759.7 kJ/mol. The LUMO energy (alpha / beta) is -3.2 / -2.9 eV. The expectation value of S² is 3.7505. The calculation puts the energy at -2695.8724 Ha.

[3]
C22H43Br3NO18S3 as an isolated structure, computed with ωB97M-V/def2-TZVPD.

```
! wB97M-V def2-TZVPD RIJCOSX def2/J DEFGRID3
* xyz -1 1
N -0.43 1.22 1.62
O -0.71 0.86 0.48
O -1.08 2.09 2.17
O 0.34 0.61 2.29
O 2.92 1.37 4.09
C 3.70 0.51 3.73
O 4.93 0.44 4.17
C 5.69 -0.66 3.64
C 4.90 -1.12 2.42
C 3.51 -0.54 2.68
H 5.71 -1.45 4.40
H 6.74 -0.43 3.47
H 4.90 -2.17 2.12
H 5.30 -0.61 1.55
H 2.84 -1.28 3.13
H 2.99 -0.18 1.79
O 1.14 -3.25 -1.83
C -0.04 -2.95 -1.69
O -1.08 -3.69 -2.03
C -2.33 -3.13 -1.86
C -2.09 -1.98 -0.94
C -0.62 -1.66 -1.09
H -3.12 -3.76 -1.45
H -2.74 -2.72 -2.78
H -2.33 -2.19 0.11
H -2.62 -1.06 -1.16
H -0.14 -1.48 -0.13
H -0.42 -0.81 -1.75
O 4.05 -4.39 1.66
C 2.88 -4.23 1.99
O 2.15 -3.22 1.46
C 0.85 -3.33 1.93
C 0.89 -4.19 3.17
C 2.03 -5.15 2.88
H 0.19 -3.79 1.19
H 0.37 -2.37 2.15
H -0.03 -4.73 3.40
H 1.08 -3.50 3.99
H 1.64 -5.94 2.24
H 2.61 -5.54 3.72
O -2.93 -1.55 -5.16
S -3.03 -0.10 -4.96
O -3.98 0.73 -5.73
O -3.28 0.18 -3.28
C -3.81 1.39 -2.85
C -4.05 1.30 -1.36
C -1.30 0.62 -5.07
H -4.73 1.54 -3.41
H -3.12 2.19 -3.14
H -3.12 1.25 -0.80
H -4.70 0.46 -1.13
H -4.58 2.20 -1.04
H -0.67 -0.06 -4.49
H -1.32 1.58 -4.55
H -1.10 0.58 -6.14
O -5.42 2.27 4.78
S -4.24 1.97 3.91
O -2.84 2.16 4.40
O -4.34 0.44 3.38
C -3.60 0.01 2.27
C -2.71 -1.15 2.85
C -4.42 2.86 2.40
H -2.98 0.73 1.72
H -4.22 -0.47 1.51
H -2.18 -0.87 3.76
H -2.01 -1.42 2.06
H -3.34 -2.00 3.11
H -4.94 3.79 2.60
H -5.03 2.26 1.72
H -3.48 3.10 1.90
O 1.72 -0.13 -3.88
S 2.77 0.57 -3.18
O 4.16 0.14 -3.38
O 2.52 2.15 -3.53
C 3.43 3.19 -3.24
C 4.26 3.43 -4.48
C 2.48 0.50 -1.42
H 4.19 3.01 -2.49
H 2.85 4.08 -2.97
H 3.64 3.70 -5.34
H 4.86 2.55 -4.68
H 4.90 4.31 -4.35
H 3.47 0.70 -1.01
H 2.10 -0.50 -1.23
H 1.75 1.27 -1.15
C -0.44 5.03 0.20
Br 0.75 4.06 -1.07
Br -2.33 4.99 -0.50
Br 0.23 6.90 0.35
H -0.46 4.49 1.15
*
```

The frontier orbital gap is 7.11 eV. The HOMO energy is -5.713 eV. As for the largest force on an atom: 4.4 eV/A. The LUMO energy is 1.4 eV. The calculation puts the energy at -11189.6409 Ha.

[4]
C22H43Cl21FNO3S as an isolated structure, computed with ωB97M-V/def2-TZVPD.

```
! wB97M-V def2-TZVPD RIJCOSX def2/J DEFGRID3
* xyz 0 1
O 5.06 -2.92 -5.03
C 5.52 -3.00 -3.86
Cl 4.40 -3.59 -2.55
C 7.06 -2.62 -3.67
N 7.31 -1.24 -3.14
S 6.58 -1.00 -1.59
O 6.67 -2.23 -0.74
O 5.18 -0.46 -1.75
F 7.46 0.28 -0.90
H 7.56 -3.47 -3.04
H 7.58 -2.67 -4.71
H 8.34 -1.22 -2.94
Cl 2.46 -4.51 -0.19
C 1.54 -3.60 1.03
C 2.37 -2.52 1.68
Cl 3.65 -3.20 2.72
H 1.15 -4.31 1.76
H 0.69 -3.15 0.51
H 1.74 -1.90 2.33
H 2.84 -1.87 0.95
Cl 1.66 0.06 -0.81
C 1.88 1.79 -0.47
C 2.42 2.03 0.93
Cl 1.23 1.62 2.19
H 0.92 2.29 -0.62
H 2.59 2.17 -1.21
H 2.66 3.09 1.05
H 3.32 1.45 1.12
Cl -4.72 3.93 2.16
C -3.25 2.95 1.88
C -1.99 3.78 1.95
Cl -1.85 4.91 0.58
H -3.34 2.45 0.91
H -3.24 2.18 2.66
H -1.12 3.12 1.91
H -1.94 4.36 2.88
Cl 10.06 -7.40 -3.71
C 8.41 -7.83 -3.23
C 7.39 -6.82 -3.71
Cl 7.54 -5.25 -2.87
H 8.38 -7.94 -2.15
H 8.19 -8.81 -3.68
H 6.38 -7.19 -3.51
H 7.47 -6.64 -4.79
Cl -4.20 2.44 -3.95
C -4.76 1.26 -2.73
C -4.39 1.68 -1.32
Cl -2.64 1.59 -1.04
H -4.34 0.29 -2.99
H -5.85 1.20 -2.82
H -4.86 1.00 -0.61
H -4.72 2.69 -1.10
Cl -4.54 -2.43 -0.97
C -6.19 -2.85 -0.46
C -7.21 -1.83 -0.93
Cl -7.03 -0.27 -0.09
H -6.19 -2.96 0.62
H -6.42 -3.83 -0.90
H -8.22 -2.19 -0.71
H -7.14 -1.65 -2.00
Cl 4.24 2.56 5.00
C 2.77 1.84 5.72
C 2.98 0.39 6.11
Cl 3.18 -0.67 4.69
H 1.96 1.95 5.00
H 2.53 2.43 6.60
H 2.11 0.02 6.65
H 3.86 0.26 6.75
Cl 1.28 5.99 -0.82
C 0.01 6.87 -1.70
C 0.51 8.20 -2.25
Cl 0.85 9.37 -0.95
H -0.83 7.01 -1.02
H -0.31 6.23 -2.52
H -0.26 8.65 -2.88
H 1.41 8.07 -2.84
Cl -7.20 3.73 -1.85
C -8.51 3.82 -0.65
C -8.00 3.78 0.77
Cl -7.31 2.19 1.21
H -9.21 3.00 -0.85
H -9.04 4.76 -0.83
H -8.82 3.96 1.46
H -7.23 4.53 0.94
Cl -1.22 -3.72 2.71
C -2.88 -4.13 3.21
C -3.90 -3.11 2.74
Cl -3.72 -1.55 3.58
H -2.89 -4.24 4.30
H -3.11 -5.10 2.77
H -4.91 -3.47 2.96
H -3.83 -2.93 1.67
*
```

The frontier orbital gap is 10.05 eV. The HOMO energy is -10.079 eV. As for the largest force on an atom: 5.4 eV/A. The LUMO energy is 0.0 eV. The calculation puts the energy at -11306.5612 Ha.